Below is C3H9N3O in the gas phase, with properties calculated with wB97M-V/def2-TZVPD.

Calculated total energy   -359.1138 Ha
HOMO energy   -8.98 eV
Relative energy (zero: lowest compared OMol25 entry of this formula, charge and spin)   343.1 kJ/mol
HOMO-LUMO gap   0.35962 Ha
SMILES string   [H]/N=C(/C)N(C)NO

Structure (ORCA input):
```
! RIJCOSX wB97M-V def2-TZVPD def2/J DEFGRID3
* xyz 0 1
H 0.26796 -1.56880 1.84157
N -0.61480 -1.43648 1.35920
C -0.57652 -0.65590 0.36379
C -1.83918 -0.46059 -0.43207
N 0.56424 -0.03890 -0.12958
C 1.82031 -0.10637 0.59607
N 0.54479 0.85758 -1.16634
O 0.19743 2.19170 -0.84084
H -2.62831 -1.01877 0.06219
H -1.72110 -0.84642 -1.44499
H -2.12680 0.58954 -0.48799
H 2.54898 0.46586 0.02824
H 1.73365 0.31291 1.60303
H 2.16215 -1.14083 0.66463
H 0.01141 0.54810 -1.97404
H -0.34420 2.30738 -0.04285
*
```

The computed Löwdin charges, all in e, follow:
1. H 0.03
2. N 0.13
3. C -0.47
4. C -0.03
5. N -0.17
6. C -0.05
7. N -0.09
8. O -0.06
9. H 0.08
10. H 0.08
11. H 0.07
12. H 0.09
13. H 0.09
14. H 0.08
15. H 0.12
16. H 0.09